Here is 12 unconnected molecules or ions with the total composition C18H60N10O12 at a distorted geometry from the OMol25 dataset. Energies are from ωB97M-V with the def2-TZVPD basis set.

Output
Kohn-Sham gap = 8.44 eV
Lowest unoccupied orbital energy = 0.2153 eV
DFT total energy = -2172.15814 a.u.
Relative energy (zero: lowest compared OMol25 entry of this formula, charge and spin) = 130.58 kcal/mol
Largest force on an atom = 10.1 eV/Å
Total charge = 0

Last columns: bonded neighbours and bond lengths (Å).
Atoms and positions in Å:
1 N 0.0364 5.0207 1.4411  C2 1.285, H5 0.988, H6 1.027
2 C -0.8416 4.0857 1.3691  N1 1.285, N3 1.285, O4 1.434
3 N -0.8936 3.1837 2.2831  C2 1.285, H7 1.023, H8 1.015
4 O -1.8496 4.2677 0.3651  C2 1.434
5 H -0.0126 5.7897 0.8231  N1 0.988
6 H 0.6234 5.1317 2.2761  N1 1.027
7 H -1.6196 2.4647 2.3221  N3 1.023
8 H -0.1416 3.0867 2.9581  N3 1.015
9 N -3.5286 0.1067 1.5371  C10 1.313, H13 1.061, H14 1.046
10 C -2.9936 0.5367 2.6561  N9 1.313, N11 1.342, O12 1.354
11 N -3.2096 1.8417 2.8851  C10 1.342, H15 1.054, H16 1.009
12 O -2.2696 -0.2533 3.4831  C10 1.354
13 H -3.3076 -0.9153 1.3571  N9 1.061
14 H -3.9326 0.6197 0.7201  N9 1.046
15 H -2.9056 2.3567 3.7531  N11 1.054
16 H -3.7386 2.4377 2.2661  N11 1.009
17 N -3.2996 -3.6003 2.5011  C18 1.295, H21 0.987, H22 0.999
18 C -2.5186 -3.0543 1.6241  N17 1.295, N19 1.300, O20 1.397
19 N -3.1236 -2.4603 0.6391  C18 1.300, H23 1.048, H24 1.018
20 O -1.1356 -3.0353 1.8201  C18 1.397
21 H -2.8286 -4.2063 3.1221  N17 0.987
22 H -4.2886 -3.6523 2.3711  N17 0.999
23 H -2.6796 -2.2923 -0.2949  N19 1.048
24 H -4.1306 -2.5693 0.5341  N19 1.018
25 N 1.3954 -3.7263 -0.6389  C26 1.283, H29 1.020, H30 0.967
26 C 0.3024 -4.0533 -1.2249  N25 1.283, N27 1.315, O28 1.417
27 N 0.2784 -3.6503 -2.4769  C26 1.315, H31 0.961, H32 1.009
28 O -0.7226 -4.8373 -0.6399  C26 1.417
29 H 1.4934 -4.0453 0.3251  N25 1.020
30 H 2.1954 -3.4653 -1.1159  N25 0.967
31 H -0.4546 -4.0193 -2.9769  N27 0.961
32 H 1.0454 -3.2633 -3.0069  N27 1.009
33 N 0.3804 -0.4153 3.9561  C34 1.286, H37 1.041, H38 1.037
34 C 1.3624 -1.2183 3.7441  N33 1.286, N35 1.303, O36 1.372
35 N 1.0084 -2.4283 3.4161  C34 1.303, H39 1.023, H40 1.039
36 O 2.6794 -0.8543 3.8721  C34 1.372
37 H 0.6414 0.5797 4.1161  N33 1.041
38 H -0.6046 -0.6803 3.7671  N33 1.037
39 H 1.7304 -2.9513 2.9141  N35 1.023
40 H 0.1124 -2.6423 2.9361  N35 1.039
41 C 4.1154 -2.7253 1.3541  C42 1.524, H44 1.086, H45 1.079, H46 1.057
42 C 3.8724 -3.7753 2.4311  C41 1.524, O43 1.406, H47 1.065, H48 1.065
43 O 2.6444 -4.4383 2.2631  C42 1.406, H49 0.970
44 H 5.0914 -2.2663 1.4841  C41 1.086
45 H 3.3564 -1.9593 1.3271  C41 1.079
46 H 4.1804 -3.2153 0.4201  C41 1.057
47 H 3.7744 -3.3013 3.3801  C42 1.065
48 H 4.6044 -4.5483 2.4481  C42 1.065
49 H 2.4764 -4.8143 3.1411  O43 0.970
50 C 3.4694 1.7477 0.6701  C51 1.525, H53 1.106, H54 1.051, H55 1.077
51 C 2.7484 2.9227 1.3231  C50 1.525, O52 1.452, H56 1.133, H57 1.075
52 O 2.2384 3.6147 0.1531  C51 1.452, H58 0.997
53 H 3.4604 0.9057 1.3871  C50 1.106
54 H 4.4844 1.9327 0.4691  C50 1.051
55 H 3.0734 1.3557 -0.2519  C50 1.077
56 H 3.2474 3.5807 2.0991  C51 1.133
57 H 1.9034 2.5077 1.8421  C51 1.075
58 H 1.3254 3.9277 0.4021  O52 0.997
59 C -3.7116 -0.7843 -2.7239  C60 1.558, H62 1.039, H63 1.119, H64 1.076
60 C -2.1656 -0.9633 -2.6459  C59 1.558, O61 1.428, H65 1.113, H66 1.097
61 O -1.9346 -1.9673 -1.6569  C60 1.428, H67 0.933
62 H -4.0836 -1.7403 -2.8899  C59 1.039
63 H -4.0346 -0.0933 -3.5429  C59 1.119
64 H -4.0446 -0.4033 -1.7739  C59 1.076
65 H -1.5986 -0.1103 -2.2109  C60 1.113
66 H -1.7076 -1.3293 -3.5729  C60 1.097
67 H -1.1706 -2.4283 -1.9279  O61 0.933
68 C 4.3634 1.2837 -3.9339  C69 1.545, H71 1.109, H72 1.071, H73 1.059
69 C 2.9874 1.2247 -3.2329  C68 1.545, O70 1.427, H74 1.078, H75 1.114
70 O 2.8644 -0.1183 -2.7679  C69 1.427, H76 0.999
71 H 4.2354 0.9307 -4.9779  C68 1.109
72 H 5.1194 0.7787 -3.3679  C68 1.071
73 H 4.6954 2.2717 -4.1189  C68 1.059
74 H 2.1274 1.4777 -3.8319  C69 1.078
75 H 3.0084 1.9387 -2.3779  C69 1.114
76 H 1.9924 -0.2873 -2.3099  O70 0.999
77 C -0.1786 2.6827 -2.4489  C78 1.585, H80 1.085, H81 1.102, H82 1.094
78 C -0.6136 2.9797 -3.9439  C77 1.585, O79 1.418, H83 1.082, H84 1.110
79 O -1.9186 2.4917 -4.2099  C78 1.418, H85 0.951
80 H 0.1924 1.6877 -2.2259  C77 1.085
81 H -0.9656 2.9047 -1.7099  C77 1.102
82 H 0.7164 3.2717 -2.2259  C77 1.094
83 H 0.0454 2.3607 -4.5379  C78 1.082
84 H -0.6956 4.0607 -4.1829  C78 1.110
85 H -1.8606 1.5497 -4.3269  O79 0.951
86 C -0.0476 0.5847 0.5721  C87 1.489, H89 1.113, H90 1.063, H91 1.116
87 C 0.8624 -0.5223 0.1681  C86 1.489, O88 1.358, H92 1.119, H93 1.104
88 O 0.8304 -0.7593 -1.1689  C87 1.358, H94 0.985
89 H 0.2294 0.7727 1.6331  C86 1.113
90 H -1.0876 0.3677 0.5371  C86 1.063
91 H 0.2174 1.5637 0.1071  C86 1.116
92 H 0.6324 -1.4303 0.7801  C87 1.119
93 H 1.8994 -0.3463 0.5051  C87 1.104
94 H 0.6864 -1.7293 -1.2629  O88 0.985
95 C -3.7586 2.2317 -1.2439  O96 1.392, H97 1.092, H98 1.017, H99 1.077
96 O -4.6486 1.6257 -0.3609  C95 1.392, H100 0.961
97 H -2.7516 1.9357 -0.9439  C95 1.092
98 H -3.7336 3.2467 -1.1939  C95 1.017
99 H -3.8646 1.9647 -2.2819  C95 1.077
100 H -5.4506 2.1507 -0.2899  O96 0.961